# 1
A cluster of 2 separate species, C4H14N in total in a non-equilibrium geometry, computed with the ωB97M-V functional and the def2-TZVPD basis.

Each line ends with the Mulliken charge.
Geometry (Å):
C  0.338935  -1.457823  2.095001  -0.86
C  -0.617964  -0.676620  1.236940  -0.76
N  1.711942  -0.764652  2.124139  -2.63
H  0.177204  -1.605653  3.161809  0.61
H  0.581715  -2.450749  1.728443  0.29
H  -1.496837  -0.386076  1.812010  0.28
H  -0.976488  -1.178704  0.338869  0.33
H  1.616420  0.170424  2.599620  0.86
H  2.405578  -1.246936  2.747647  0.99
H  2.105332  -0.616982  1.187444  0.64
H  -0.197590  0.249831  0.848735  0.23
C  -1.407098  1.075086  -2.331514  -0.74
C  0.054671  1.453333  -2.586343  -0.85
H  -2.158561  1.843691  -2.562575  0.31
H  -1.723564  0.316075  -3.035761  0.27
H  -1.648979  0.848612  -1.292875  0.15
H  0.085114  2.185374  -3.386225  0.29
H  0.530254  0.577799  -2.997685  0.27
H  0.619916  1.663969  -1.687680  0.29

Cartesian forces (eV/Å) of the 2 atoms listed first:
2.1 -0.4 0.1
-0.8 0.6 -0.1

The value obtained for the frontier orbital gap (spin up / spin down) is 4.706 / 12.337 eV. The calculation puts the energy relative to the best compared isomer or geometry (same formula, charge and spin) at 0.691 eV. Its total charge is 0. As for the spin multiplicity: 2. The highest occupied orbital energy (spin up / spin down) is -0.1357 / -0.4264 Ha. The calculated total energy comes out at -5861.5164 eV.


# 2
An isolated molecule of C5H3NO in a non-equilibrium geometry, computed with the ωB97M-V functional and the def2-TZVPD basis.

Each line ends with the Mulliken charge.
Geometry (Å):
O  0.256783  0.698748  0.971375  -0.24
C  -0.485622  0.460089  -0.079072  0.51
C  0.070503  -0.640472  -0.790930  -0.22
C  1.366445  -1.039660  -0.123073  -0.98
C  1.314362  -0.190477  0.966552  0.03
C  -1.629150  1.274884  -0.301685  0.09
N  -2.564810  1.922081  -0.521463  -0.39
H  -0.219936  -0.902595  -1.803509  0.49
H  -0.094307  -1.567288  -0.113847  0.31
H  1.985735  -0.015312  1.795648  0.41

Cartesian forces (eV/Å) of the 2 atoms listed first:
-0.1 0.0 -0.1
0.2 -0.2 0.0

The value obtained for the frontier orbital gap is 7.933 eV. The calculation puts the energy relative to the best compared isomer or geometry (same formula, charge and spin) at 4.141 eV. Its total charge is 0. The highest occupied orbital energy is -0.3386 Ha. The calculated total energy comes out at -8765.8658 eV.


# 3
A cluster of 11 separate species, C14H38N10O22 in total in a non-equilibrium geometry, computed with the ωB97M-V functional and the def2-TZVPD basis.

Each line ends with the Mulliken charge.
Geometry (Å):
C  20.424049  11.831263  18.324083  -0.60
N  21.157083  13.126410  18.688469  0.97
O  20.469596  14.041016  18.987616  -0.58
O  22.348431  13.287944  18.579217  -0.55
H  19.910842  11.311133  19.132899  0.32
H  21.294418  11.284815  17.960829  0.27
H  19.759583  12.088411  17.499181  0.15
C  24.170432  8.655249  13.402483  -0.76
N  23.956546  9.620151  12.361096  0.95
O  24.671493  10.614029  12.196925  -0.57
O  23.013952  9.432227  11.622887  -0.49
H  24.937141  7.913386  13.179117  0.30
H  23.185241  8.200570  13.506289  0.30
H  24.366497  9.227006  14.309528  0.27
C  15.592983  5.007478  12.986888  -0.81
N  16.183704  6.310462  12.637573  0.90
O  16.957722  6.891217  13.395649  -0.48
O  15.845767  6.830029  11.596268  -0.53
H  16.142815  4.531646  13.798907  0.26
H  15.660521  4.484659  12.032846  0.36
H  14.520608  5.025636  13.181233  0.29
C  14.279837  13.840578  12.085192  -0.70
N  15.353494  12.905104  12.441611  0.79
O  16.413977  13.277157  11.906959  -0.25
O  15.130991  11.955844  13.213054  -0.57
H  14.436268  14.584679  12.866174  0.29
H  13.333901  13.326664  12.256059  0.33
H  14.322020  14.035169  11.013530  0.21
C  17.822269  6.039179  17.512379  -0.51
N  16.379270  6.373631  17.439560  0.88
O  15.828786  6.817402  18.422485  -0.55
O  15.821824  6.169728  16.369872  -0.48
H  18.151392  6.087662  18.550368  0.29
H  18.289097  6.695611  16.778038  0.11
H  17.936629  5.016182  17.153904  0.28
C  22.626520  13.330403  13.972850  -0.69
N  22.135558  12.349539  14.979715  0.87
O  21.011682  12.605032  15.522895  -0.40
O  22.869906  11.386134  15.098402  -0.48
H  23.047248  14.224386  14.433161  0.30
H  21.807751  13.404426  13.257146  0.19
H  23.414636  12.908350  13.349264  0.27
C  17.606551  9.635034  6.394686  -1.01
N  17.637177  10.142922  7.775797  0.78
O  16.674948  9.887007  8.493074  -0.80
O  18.734556  10.488069  8.199426  -0.74
H  17.758875  10.529572  5.790778  0.29
H  16.644496  9.219015  6.095540  0.29
H  18.390543  8.902662  6.202097  0.27
C  16.854044  13.407893  8.821275  -0.40
N  17.019320  14.868049  8.687891  0.98
O  17.783765  15.239330  7.844183  -0.58
O  16.516349  15.603206  9.500193  -0.58
H  17.713135  12.952225  9.313653  0.03
H  16.751532  13.078562  7.787286  0.34
H  16.024023  12.947592  9.357254  0.16
C  17.726443  14.890843  15.017870  -0.44
N  17.186886  16.052077  14.310194  0.81
O  17.641225  17.208132  14.280046  -0.57
O  16.267830  15.856991  13.530225  -0.48
H  18.272981  15.074751  15.942834  0.31
H  18.405627  14.334452  14.371931  0.02
H  16.857724  14.259435  15.204313  0.27
C  18.552708  7.362446  9.857891  -0.69
N  18.971338  7.156633  8.426063  1.01
O  20.131699  7.457813  8.155564  -0.59
O  18.086488  6.840920  7.719815  -0.54
H  19.008318  8.327872  10.078048  -0.02
H  19.182220  6.684134  10.433820  0.40
H  17.472483  7.217560  9.873083  0.40
O  20.226920  9.194419  14.186757  -0.58
C  19.133501  9.729317  14.104997  0.76
O  18.769961  10.582602  13.118199  -0.23
C  19.612097  10.812361  12.000043  0.66
C  19.838326  12.317027  11.977261  0.30
C  18.231879  9.499385  15.231852  -0.83
H  19.265104  10.470686  11.024870  -0.27
H  20.600775  10.356764  12.055266  0.07
H  19.545085  12.882851  12.861550  -0.25
H  19.180855  12.643815  11.171634  -0.55
H  20.875809  12.533504  11.722554  0.22
H  18.028536  10.435577  15.751754  0.27
H  18.718894  8.837385  15.947862  0.03
H  17.346922  9.077803  14.755178  0.33

Cartesian forces (eV/Å) of the 2 atoms listed first:
2.0 0.0 -0.7
-0.2 -0.2 -0.2

The value obtained for the frontier orbital gap (spin up / spin down) is 2.220 / 5.824 eV. The calculation puts the energy relative to the best compared isomer or geometry (same formula, charge and spin) at 1.829 eV. Its total charge is -1. As for the spin multiplicity: 2. The highest occupied orbital energy (spin up / spin down) is -0.0318 / -0.1642 Ha. The calculated total energy comes out at -75049.9735 eV.


# 4
A structure of composition CH2ClIO in a non-equilibrium geometry, computed with the ωB97M-V functional and the def2-TZVPD basis.

Each line ends with the Mulliken charge.
Geometry (Å):
C  -0.560859  -1.273956  0.210083  -0.10
O  -0.416913  1.566619  -0.592635  -0.64
Cl  -0.901461  -1.468025  1.794637  0.01
I  1.375011  -1.785134  -0.280473  0.08
H  0.257225  1.781246  0.118192  0.33
H  0.246996  1.179250  -1.249805  0.31

Cartesian forces (eV/Å) of the 2 atoms listed first:
-0.7 0.2 -1.6
3.2 -0.4 0.0

The value obtained for the frontier orbital gap is 7.784 eV. The calculation puts the energy relative to the best compared isomer or geometry (same formula, charge and spin) at 3.055 eV. Its total charge is 0. The highest occupied orbital energy is -0.3251 Ha. The calculated total energy comes out at -23736.5072 eV.


# 5
A structure of composition CH5ClGaN2O2, computed with the ωB97M-V functional and the def2-TZVPD basis.

Each line ends with the Mulliken charge.
Geometry (Å):
N  1.613686  1.371741  0.270782  -0.64
Ga  1.309728  -0.453744  -0.204988  0.34
Cl  2.167534  -1.814776  1.387688  -0.52
C  -0.682907  -0.826038  -0.364598  -0.57
O  -1.415074  -0.334378  0.798051  -0.12
N  -2.626096  0.203849  0.387223  0.14
O  -2.876316  1.199664  0.966118  -0.36
H  1.688711  1.904797  -0.592305  0.19
H  0.778649  1.736384  0.723791  0.21
H  1.986062  -0.833431  -1.602638  -0.24
H  -1.018236  -0.272252  -1.247373  0.26
H  -0.925741  -1.881816  -0.521752  0.29

Cartesian forces (eV/Å) of the 2 atoms listed first:
-0.2 0.1 -0.1
0.1 0.0 -0.2

The value obtained for the frontier orbital gap is 8.615 eV. Its total charge is -1. The highest occupied orbital energy is -0.1820 Ha. The calculated total energy comes out at -73091.9228 eV.


- Which formula does entry 2 have?
  C5H3NO